The following is a DFT calculation (the ωB97M-V functional and the def2-TZVPD basis) of one molecule with the formula C10H20N2Si.

Calculated values
Gap between HOMO and LUMO, eV: 9.27
E_HOMO, hartree: -0.3129
Energy above the lowest of the compared OMol25 structures with the same formula, charge and spin, kJ/mol: 148.05

Structure (XYZ):
```
33
C10H20N2Si | the Open Molecules 2025 dataset | the ωB97M-V functional and the def2-TZVPD basis
C 1.29 1.20 -2.94
C 0.42 0.50 -2.10
C 2.12 1.16 -0.98
C 0.36 -3.05 -1.97
C -2.10 0.20 2.38
C 0.54 1.95 2.74
C -1.53 2.21 0.46
C 0.62 -2.75 -0.49
C -0.26 -1.61 0.05
C 0.51 -0.18 0.37
N 2.34 1.65 -2.23
N 1.01 0.47 -0.87
Si -0.62 0.94 1.50
H 1.03 1.43 -4.04
H -0.49 -0.04 -2.51
H 2.74 1.30 -0.13
H -0.66 -3.48 -2.15
H 0.37 -2.20 -2.48
H 1.02 -3.82 -2.37
H -2.42 -0.74 1.95
H -2.06 -0.12 3.48
H -2.86 0.88 2.36
H 0.00 2.86 3.11
H 0.94 1.30 3.61
H 1.35 2.30 2.07
H -2.00 1.86 -0.52
H -2.51 2.54 0.92
H -1.02 3.08 0.19
H 1.73 -2.37 -0.61
H 0.43 -3.71 -0.02
H -0.72 -1.88 0.93
H -1.01 -1.42 -0.70
H 1.40 -0.48 0.97
```

=====

The following is a DFT calculation (the ωB97M-V functional and the def2-TZVPD basis) of one molecule with the formula C2H2Cl2O.

Calculated values
Gap between HOMO and LUMO, eV: 10.85
E_HOMO, hartree: -0.3905
Energy above the lowest of the compared OMol25 structures with the same formula, charge and spin, kJ/mol: 43.35

Structure (XYZ):
```
7
C2H2Cl2O | the Open Molecules 2025 dataset | the ωB97M-V functional and the def2-TZVPD basis
C -0.04 -0.03 0.35
C 0.91 -0.96 -0.30
H 0.09 -0.13 1.41
H 0.64 -1.40 -1.24
O 2.00 -1.22 0.14
Cl -1.61 -0.61 -0.02
Cl 0.32 1.62 -0.07
```

=====

The following is a DFT calculation (the ωB97M-V functional and the def2-TZVPD basis) of C20H28DyNO3 as an isolated structure.

Calculated values
Gap between HOMO and LUMO (alpha / beta), eV: 7.75 / 7.81
E_HOMO (alpha / beta), hartree: -0.2749 / -0.2770
2S+1: 6
Energy above the lowest of the compared OMol25 structures with the same formula, charge and spin, kJ/mol: 31.86

Structure (XYZ):
```
53
C20H28DyNO3 | the Open Molecules 2025 dataset | the ωB97M-V functional and the def2-TZVPD basis
O -0.38 0.28 -0.29
C -1.35 1.45 -0.43
C -0.97 1.63 -1.91
H -1.05 2.19 0.31
H -2.38 1.11 -0.29
C -0.16 0.31 -1.74
H -0.31 2.50 -2.01
H -1.77 1.64 -2.67
C 1.27 0.41 -2.19
H 1.90 0.99 -1.51
H 1.27 0.87 -3.19
H 1.73 -0.57 -2.30
C -0.89 -0.83 -2.43
H -1.96 -0.80 -2.15
H -0.46 -1.83 -2.17
H -0.78 -0.66 -3.51
Dy -0.28 -1.61 1.11
C -2.10 -3.70 0.98
C -2.59 -2.95 2.09
C -3.00 -1.68 1.61
H -2.69 -3.32 3.11
C -2.79 -1.65 0.19
C -2.21 -2.90 -0.19
H -1.97 -3.20 -1.21
H -1.78 -4.75 1.02
H -3.43 -0.86 2.19
H -3.12 -0.85 -0.47
C 0.93 -4.01 1.47
C 0.75 -3.82 0.07
C 1.53 -2.70 -0.35
H 0.20 -4.46 -0.63
C 2.20 -2.19 0.82
C 1.84 -3.01 1.94
H 2.27 -2.93 2.94
H 0.53 -4.83 2.07
H 1.73 -2.39 -1.37
H 2.93 -1.38 0.80
O 1.42 2.70 -0.14
C 1.78 3.52 -1.32
C 1.56 5.01 -1.02
H 1.14 3.27 -2.18
H 2.81 3.27 -1.63
C 1.19 5.08 0.47
H 0.81 5.47 -1.67
H 2.51 5.53 -1.21
C 1.19 3.61 0.96
H 0.26 5.64 0.66
H 1.99 5.61 1.00
H 0.21 3.38 1.41
H 1.95 3.45 1.74
O -0.70 -2.05 5.52
C -0.50 -1.68 4.41
N -0.28 -1.31 3.28
```

=====

The following is a DFT calculation (the ωB97M-V functional and the def2-TZVPD basis) of CCl3FO2S as an isolated structure.

Calculated values
Gap between HOMO and LUMO, eV: 9.54
E_HOMO, hartree: -0.3842
Energy above the lowest of the compared OMol25 structures with the same formula, charge and spin, kJ/mol: 163.72

Structure (XYZ):
```
8
CCl3FO2S | the Open Molecules 2025 dataset | the ωB97M-V functional and the def2-TZVPD basis
C 1.35 0.06 0.03
O -1.39 -1.03 1.00
O -1.20 -0.26 -1.31
F -1.14 1.47 0.30
S -0.92 -0.11 0.02
Cl 1.53 0.63 1.60
Cl 2.02 -1.60 -0.28
Cl 1.63 1.14 -1.26
```

=====

The following is a DFT calculation (the ωB97M-V functional and the def2-TZVPD basis) of C68H83N11O34S5 as an isolated structure.

Calculated values
Gap between HOMO and LUMO, eV: 8.81
E_HOMO, hartree: -0.3579

Structure (XYZ):
```
201
C68H83N11O34S5 | the Open Molecules 2025 dataset | the ωB97M-V functional and the def2-TZVPD basis
C -0.97 8.12 4.48
C -1.00 6.65 4.59
C 0.42 5.96 4.45
C 0.98 6.34 3.17
N 1.45 6.52 2.12
H -0.54 8.63 5.33
H -1.94 8.63 4.39
H -0.43 8.49 3.63
H -1.66 6.28 3.74
H -1.44 6.41 5.56
H 0.41 4.93 4.58
H 1.11 6.34 5.20
C 3.93 -4.12 -2.48
C 2.55 -4.90 -2.57
C 1.40 -3.97 -2.88
C 0.24 -4.76 -3.31
N -0.73 -5.20 -3.74
H 4.73 -4.76 -2.11
H 3.81 -3.18 -1.96
H 4.24 -4.03 -3.54
H 2.38 -5.42 -1.59
H 2.58 -5.69 -3.34
H 1.64 -3.34 -3.77
H 1.16 -3.30 -2.00
C -1.46 0.94 2.01
C -0.92 1.67 0.82
C -1.59 1.27 -0.48
C -1.34 -0.16 -0.83
N -1.01 -1.27 -1.00
H -1.61 -0.16 1.80
H -2.50 1.22 2.29
H -0.83 1.16 2.91
H 0.15 1.52 0.66
H -1.07 2.75 0.91
H -1.08 1.81 -1.24
H -2.66 1.45 -0.64
C 3.09 -2.56 7.50
C 3.75 -3.40 6.40
C 2.83 -3.97 5.36
C 1.73 -4.66 5.92
N 0.90 -5.15 6.56
H 3.80 -2.09 8.20
H 2.42 -3.18 8.12
H 2.45 -1.83 6.99
H 4.32 -4.21 6.89
H 4.56 -2.88 5.84
H 3.41 -4.61 4.70
H 2.52 -3.22 4.69
C 4.65 -1.66 -5.41
C 3.49 -1.88 -6.12
C 3.46 -1.91 -7.54
C 4.68 -1.79 -8.18
C 5.85 -1.54 -7.49
C 5.83 -1.46 -6.10
N 4.77 -1.87 -9.64
O 3.94 -2.44 -10.36
O 5.78 -1.32 -10.11
H 4.60 -1.52 -4.32
H 2.51 -1.92 -5.58
H 2.54 -2.06 -8.14
H 6.80 -1.42 -8.04
H 6.79 -1.39 -5.63
C 3.77 0.70 -2.60
C 2.66 -0.13 -2.32
C 1.41 0.05 -2.93
C 1.29 1.09 -3.85
C 2.39 1.88 -4.21
C 3.65 1.63 -3.62
N 0.03 1.18 -4.65
O -0.01 1.86 -5.65
O -0.95 0.61 -4.20
H 4.72 0.49 -2.12
H 2.72 -0.95 -1.66
H 0.53 -0.52 -2.62
H 2.25 2.71 -4.95
H 4.51 2.27 -3.84
C -3.25 2.50 -4.02
C -3.83 3.37 -3.13
C -4.94 2.93 -2.38
C -5.45 1.67 -2.59
C -4.95 0.80 -3.56
C -3.83 1.24 -4.28
N -6.63 1.25 -1.79
O -6.97 1.99 -0.87
O -7.13 0.12 -1.92
H -2.30 2.71 -4.47
H -3.31 4.27 -3.00
H -5.41 3.53 -1.60
H -5.45 -0.12 -3.86
H -3.55 0.58 -5.08
C -4.99 -2.23 -5.38
C -3.97 -2.25 -4.44
C -2.61 -2.36 -4.77
C -2.33 -2.28 -6.14
C -3.31 -2.29 -7.15
C -4.65 -2.24 -6.75
N -0.83 -2.40 -6.49
O -0.06 -2.22 -5.56
O -0.46 -2.70 -7.62
H -6.02 -2.21 -5.11
H -4.16 -2.31 -3.37
H -1.89 -2.52 -3.97
H -3.04 -2.36 -8.22
H -5.40 -2.12 -7.55
C -2.71 -6.23 -1.24
C -2.60 -7.24 -0.34
C -2.16 -7.01 0.95
C -1.77 -5.73 1.29
C -1.85 -4.64 0.42
C -2.41 -4.93 -0.82
N -1.04 -5.49 2.58
O -0.73 -6.48 3.20
O -0.85 -4.37 2.96
H -3.14 -6.47 -2.21
H -2.86 -8.22 -0.69
H -2.09 -7.86 1.67
H -1.30 -3.69 0.53
H -2.49 -4.09 -1.50
C 3.58 -4.55 1.64
C 4.49 -3.51 1.73
C 4.09 -2.19 1.71
C 2.77 -1.88 1.55
C 1.81 -2.92 1.48
C 2.23 -4.22 1.46
N 2.25 -0.47 1.58
O 3.09 0.40 1.29
O 1.10 -0.36 1.90
H 3.94 -5.55 1.64
H 5.58 -3.77 1.86
H 4.85 -1.38 1.82
H 0.73 -2.71 1.45
H 1.46 -5.02 1.31
C 0.69 2.00 5.12
C 1.15 1.62 6.36
C 2.43 1.10 6.58
C 3.22 0.91 5.45
C 2.77 1.26 4.19
C 1.57 1.83 4.02
N 4.69 0.54 5.67
O 5.39 0.17 4.69
O 5.18 0.84 6.75
H -0.28 2.35 4.94
H 0.50 1.76 7.21
H 2.85 0.80 7.53
H 3.45 1.20 3.34
H 1.20 2.20 3.07
C -2.38 -2.40 4.27
C -0.92 -1.95 4.46
O -0.92 -0.93 5.47
S -2.36 -0.44 5.92
O -2.40 1.00 5.76
O -2.75 -0.98 7.20
O -3.17 -1.13 4.72
H -2.75 -3.16 4.96
H -2.58 -2.58 3.15
H -0.44 -1.45 3.65
H -0.28 -2.80 4.85
C 1.00 7.02 -1.15
C 1.92 6.81 -2.37
O 2.21 5.35 -2.36
S 1.04 4.51 -1.76
O 1.52 3.59 -0.83
O 0.17 4.08 -2.79
O 0.30 5.70 -0.95
H 0.10 7.61 -1.44
H 1.48 7.33 -0.21
H 2.85 7.33 -2.34
H 1.38 6.99 -3.31
C -6.68 -2.91 -0.01
C -7.12 -1.64 0.70
O -5.89 -1.34 1.50
S -4.61 -1.60 0.55
O -3.57 -2.11 1.40
O -4.39 -0.44 -0.29
O -5.30 -2.70 -0.44
H -7.21 -3.26 -0.86
H -6.69 -3.71 0.75
H -7.89 -1.91 1.40
H -7.42 -0.75 0.13
C 3.94 4.97 0.88
C 4.59 4.72 2.29
O 5.54 3.63 2.11
S 6.28 3.92 0.75
O 6.56 2.70 0.10
O 7.30 4.95 1.05
O 5.05 4.56 -0.02
H 3.77 6.05 0.67
H 3.04 4.36 0.71
H 3.91 4.31 3.06
H 5.19 5.55 2.73
C -6.43 3.92 1.79
C -5.54 2.63 1.72
O -4.56 3.00 0.67
S -4.10 4.48 0.99
O -3.79 5.16 -0.25
O -3.11 4.57 2.06
O -5.49 5.00 1.58
H -6.86 4.05 2.79
H -7.30 3.98 1.05
H -6.07 1.77 1.31
H -5.02 2.41 2.65
```

=====

The following is a DFT calculation (the ωB97M-V functional and the def2-TZVPD basis) of C9H27KO12P3 as an isolated structure.

Calculated values
Gap between HOMO and LUMO, eV: 10.94
Net charge: +1
E_HOMO, hartree: -0.4874
Energy above the lowest of the compared OMol25 structures with the same formula, charge and spin, kJ/mol: 11.55

Structure (XYZ):
```
52
C9H27KO12P3 | the Open Molecules 2025 dataset | the ωB97M-V functional and the def2-TZVPD basis
K 0.46 -3.01 -0.20
C 2.29 1.23 -1.38
O 3.36 0.69 -0.64
P 3.79 -0.87 -0.92
O 2.69 -1.80 -1.19
O 4.67 -1.13 0.40
C 4.04 -1.50 1.63
O 4.83 -0.69 -2.09
C 6.03 0.04 -2.06
H 1.82 2.08 -0.88
H 1.49 0.50 -1.54
H 2.59 1.66 -2.34
H 4.57 -2.40 1.96
H 3.01 -1.78 1.46
H 4.15 -0.71 2.37
H 5.94 1.08 -2.37
H 6.78 -0.48 -2.67
H 6.52 0.00 -1.09
C -2.32 1.31 -1.80
O -2.39 0.14 -2.59
P -2.71 -1.28 -1.98
O -1.57 -2.06 -1.48
O -3.46 -2.05 -3.17
C -4.73 -1.65 -3.67
O -3.83 -1.03 -0.88
C -4.23 -2.17 -0.12
H -2.81 1.19 -0.82
H -2.80 2.15 -2.30
H -1.31 1.60 -1.52
H -5.39 -2.50 -3.71
H -4.62 -1.23 -4.68
H -5.17 -0.83 -3.10
H -4.22 -3.08 -0.74
H -5.23 -2.06 0.30
H -3.53 -2.36 0.70
C -0.85 3.06 1.18
O -0.27 1.77 0.87
P -0.41 0.60 1.96
O 0.15 -0.71 1.58
O 0.23 1.19 3.26
C 1.64 1.45 3.23
O -1.98 0.52 2.27
C -2.45 0.13 3.57
H -1.47 3.06 2.07
H -1.47 3.33 0.33
H -0.05 3.78 1.30
H 1.87 2.27 3.91
H 2.02 1.84 2.28
H 2.19 0.58 3.58
H -3.15 -0.71 3.47
H -3.06 0.95 3.96
H -1.66 -0.09 4.28
```

=====

The following is a DFT calculation (the ωB97M-V functional and the def2-TZVPD basis) of C34H33FeN2O as an isolated structure.

Calculated values
Gap between HOMO and LUMO (alpha / beta), eV: 3.34 / 5.43
Net charge: -1
E_HOMO (alpha / beta), hartree: -0.0320 / -0.1131
2S+1: 5
Energy above the lowest of the compared OMol25 structures with the same formula, charge and spin, kJ/mol: 0.00

Structure (XYZ):
```
71
C34H33FeN2O | the Open Molecules 2025 dataset | the ωB97M-V functional and the def2-TZVPD basis
C -1.12 0.85 1.16
O 0.14 0.18 1.30
C 0.27 -1.14 1.15
C -0.94 -1.98 1.20
C -1.25 -2.86 0.15
C -2.37 -3.69 0.24
C -3.14 -3.70 1.40
C -2.79 -2.88 2.48
C -1.74 -1.97 2.36
C 1.57 -1.67 1.28
N 1.94 -2.95 1.59
C 1.07 -4.07 1.85
C 3.32 -3.01 1.78
C 3.81 -1.74 1.61
C 5.15 -1.43 1.81
C 6.01 -2.50 2.15
C 5.50 -3.80 2.34
C 4.13 -4.07 2.17
N 2.72 -0.93 1.31
C 2.82 0.49 1.10
H -0.86 1.91 1.19
H -1.55 0.57 0.19
H -1.80 0.60 1.98
H -0.60 -2.84 -0.73
H -2.63 -4.33 -0.61
H -4.00 -4.37 1.47
H -3.33 -2.93 3.43
H -1.51 -1.26 3.16
H 1.69 -4.87 2.26
H 0.30 -3.80 2.59
H 0.58 -4.45 0.95
H 5.50 -0.41 1.69
H 7.08 -2.31 2.26
H 6.20 -4.61 2.59
H 3.73 -5.07 2.32
H 3.88 0.76 1.18
H 2.45 0.78 0.10
H 2.25 1.03 1.88
C -2.42 5.57 0.29
C -1.73 4.39 0.82
C -0.50 4.22 0.07
C -0.43 5.27 -0.93
C -1.61 6.11 -0.78
Fe -2.10 4.25 -1.13
C -3.25 4.22 -2.77
C -3.85 3.48 -1.67
C -2.92 2.45 -1.26
C -1.71 2.56 -2.08
C -0.49 1.77 -1.99
C -0.34 0.45 -2.47
C 0.99 0.02 -2.78
C 1.23 -1.29 -3.15
C 0.17 -2.20 -3.23
C -1.15 -1.79 -3.00
C -1.42 -0.46 -2.69
C -1.95 3.68 -3.01
H -3.32 6.00 0.70
H -2.04 3.81 1.67
H 0.28 3.50 0.29
H 0.41 5.44 -1.60
H -1.80 7.02 -1.34
H -3.77 4.99 -3.36
H -4.88 3.59 -1.32
H -3.08 1.70 -0.47
H 0.42 2.38 -1.99
H 1.77 0.77 -2.76
H 2.24 -1.59 -3.42
H 0.37 -3.24 -3.49
H -1.97 -2.50 -3.10
H -2.45 -0.09 -2.64
H -1.25 3.99 -3.79
```